Record 1
{
  "formula": "C13H26FMgO10",
  "method": "ωB97M-V with the def2-TZVPD basis set",
  "elements": ["Mg", "F", "C", "C", "C", "O", "C", "H", "H", "H", "H", "H", "H", "H", "H", "C", "O", "C", "O", "O", "C", "H", "H", "H", "H", "H", "H", "C", "O", "C", "O", "O", "C", "H", "H", "H", "H", "H", "H", "C", "O", "C", "O", "O", "C", "H", "H", "H", "H", "H", "H"],
  "xyz": [[1.237, -1.077, 2.009], [0.977, -0.590, 0.277], [-1.016, 2.653, -0.264], [-0.391, 3.956, -0.796], [-0.794, 4.971, 0.250], [-0.687, 4.267, 1.476], [-1.237, 2.963, 1.223], [-0.385, 1.779, -0.417], [-1.964, 2.493, -0.779], [-0.601, 4.227, -1.828], [0.700, 3.846, -0.767], [-1.813, 5.357, 0.111], [-0.158, 5.857, 0.262], [-2.301, 2.985, 1.473], [-0.724, 2.286, 1.910], [3.060, 1.997, 0.341], [2.526, 2.523, 1.579], [2.180, 1.734, 2.541], [2.296, 0.492, 2.504], [1.682, 2.301, 3.587], [1.662, 3.737, 3.702], [2.881, 0.929, 0.255], [4.121, 2.220, 0.293], [2.522, 2.501, -0.455], [0.922, 4.180, 3.036], [2.644, 4.148, 3.486], [1.387, 3.979, 4.723], [-5.435, -3.210, 1.358], [-4.953, -2.440, 0.262], [-3.649, -2.205, 0.260], [-2.876, -2.508, 1.142], [-3.343, -1.567, -0.864], [-1.997, -1.175, -0.999], [-6.519, -3.186, 1.301], [-5.135, -2.788, 2.315], [-5.100, -4.242, 1.268], [-1.904, -0.103, -0.828], [-1.589, -1.404, -1.980], [-1.394, -1.694, -0.258], [2.598, -2.020, -2.114], [2.725, -3.047, -3.070], [2.188, -4.210, -2.702], [1.753, -4.445, -1.602], [2.243, -5.042, -3.723], [1.627, -6.298, -3.530], [3.062, -2.319, -1.172], [1.557, -1.791, -1.880], [3.062, -1.128, -2.523], [1.957, -6.766, -2.599], [1.856, -6.925, -4.381], [0.544, -6.200, -3.412]],
  "atomic_forces_ev_per_a": [[0.293, 1.274, -1.342], [-0.102, -0.637, 0.988], [-0.239, 0.300, -0.373], [0.898, -0.349, 0.005], [-0.113, 0.690, -0.251], [0.002, -0.230, -0.078], [0.005, 0.377, 0.265], [0.029, 0.027, -0.055], [-0.022, -0.196, 0.161], [-0.470, -0.082, 0.062], [-0.051, 0.158, 0.118], [-0.081, -0.297, -0.050], [0.172, -0.179, 0.225], [0.009, -0.132, 0.035], [-0.093, -0.131, -0.055], [-0.069, -0.309, -0.357], [0.156, 0.111, 0.001], [-0.075, 0.137, -0.213], [-0.408, -0.728, 0.323], [-0.050, -0.430, 0.379], [-0.058, 1.054, -0.076], [-0.034, 0.038, 0.118], [-0.002, 0.095, 0.116], [0.059, 0.116, 0.044], [0.025, -0.272, -0.164], [0.035, -0.122, -0.002], [0.050, -0.360, 0.093], [-0.390, -0.229, 0.309], [0.116, 0.116, -0.192], [-0.030, -0.059, 0.288], [-0.051, 0.039, -0.020], [-0.404, -0.106, -0.308], [1.051, 0.235, 0.372], [0.024, 0.051, -0.168], [0.190, -0.008, -0.061], [0.111, 0.034, 0.080], [-0.107, 0.026, -0.012], [-0.450, -0.126, -0.167], [0.081, 0.060, -0.088], [-0.225, 0.368, 0.743], [-0.059, -0.101, -0.517], [0.164, 0.084, 0.269], [-0.214, -0.069, 0.064], [0.174, 0.297, -0.404], [-0.622, -0.726, 0.821], [0.165, 0.119, -0.102], [-0.020, -0.131, -0.174], [0.180, -0.101, -0.082], [0.280, 0.025, -0.177], [0.118, 0.100, -0.120], [0.052, 0.182, -0.273]],
  "e_above_lowest_kcal_mol": 41.1,
  "total_energy_ha": -1563.12975,
  "orbital_gap_ev": 6.71,
  "total_charge": 1
}

=====

Record 2
{
  "formula": "C13H26GaN6O6",
  "method": "ωB97M-V with the def2-TZVPD basis set",
  "elements": ["O", "H", "Ga", "N", "N", "N", "N", "O", "O", "O", "O", "C", "C", "C", "C", "C", "H", "H", "H", "C", "H", "H", "H", "C", "C", "H", "H", "H", "H", "H", "H", "H", "H", "C", "H", "H", "H", "O", "H", "H", "C", "C", "N", "C", "C", "N", "H", "H", "H", "H", "H", "H"],
  "xyz": [[-0.318, -2.971, -2.161], [-0.423, -3.678, -2.815], [0.046, -0.096, -0.167], [1.852, -0.019, 0.663], [0.119, -1.896, 0.488], [0.397, 1.590, -0.991], [-1.253, -0.271, -1.640], [2.829, 0.838, 0.524], [1.365, 2.486, -0.660], [-2.237, -1.214, -1.844], [-0.733, -2.794, 0.256], [1.088, -2.085, 1.443], [1.956, -0.986, 1.616], [-0.598, 1.949, -1.826], [-1.487, 0.911, -2.219], [2.849, -0.724, 2.759], [2.411, 0.142, 3.277], [3.867, -0.475, 2.430], [2.861, -1.577, 3.440], [0.949, -3.324, 2.228], [0.947, -4.210, 1.579], [-0.021, -3.314, 2.746], [1.760, -3.403, 2.953], [-0.808, 3.375, -2.177], [-2.628, 1.124, -3.118], [0.117, 3.953, -2.032], [-1.591, 3.779, -1.507], [-1.175, 3.481, -3.211], [-3.290, 0.266, -3.126], [-2.255, 1.312, -4.124], [-3.155, 2.007, -2.765], [2.062, 1.920, -0.099], [-1.743, -2.093, -1.766], [0.932, -2.247, -2.339], [1.417, -2.202, -1.362], [0.789, -1.239, -2.772], [1.604, -2.845, -2.980], [4.072, 0.017, -2.415], [3.361, -0.003, -3.123], [3.507, 0.297, -1.638], [-0.137, 2.341, 2.669], [-1.197, 1.381, 2.307], [-1.185, 0.467, 1.345], [-2.415, -0.225, 1.378], [-3.140, 0.297, 2.401], [-2.365, 1.296, 2.936], [0.193, 2.906, 1.799], [-0.550, 3.033, 3.407], [0.724, 1.823, 3.103], [-2.601, -1.045, 0.696], [-4.138, 0.029, 2.722], [-2.631, 1.914, 3.710]],
  "atomic_forces_ev_per_a": [[0.497, 0.274, -0.951], [0.309, 0.370, 0.098], [0.928, -0.975, 2.203], [-0.284, -2.537, 1.107], [1.585, -0.552, 1.291], [-1.537, 2.429, -2.872], [-1.939, 1.969, -1.769], [-0.027, 1.686, -0.127], [-1.450, -0.397, -0.261], [0.962, -0.089, 0.187], [-1.076, -0.369, 0.449], [-2.080, 0.143, -1.130], [0.047, 1.667, -1.494], [3.685, 1.506, 2.410], [-0.504, -3.992, 1.265], [0.430, -0.373, 0.215], [0.408, -0.120, 0.033], [-0.327, -0.022, 0.194], [0.129, 0.195, -0.019], [0.345, -0.245, 0.483], [0.023, 0.262, 0.124], [0.197, -0.100, -0.063], [-0.144, -0.158, 0.006], [-0.031, 0.321, -0.501], [-0.167, 0.199, -0.038], [-0.429, -0.259, -0.096], [0.310, -0.100, -0.245], [0.199, 0.056, 0.401], [0.040, 0.059, -0.019], [-0.069, 0.122, -0.137], [-0.217, 0.132, -0.202], [0.530, -0.592, 0.109], [0.040, 0.568, 0.060], [0.065, -1.266, -0.389], [-0.037, 0.178, -0.187], [-0.053, -0.497, 0.081], [-0.254, 0.499, 0.122], [-2.819, 0.390, -0.112], [1.558, -0.028, 0.919], [1.261, -0.333, -0.645], [0.072, 0.167, 0.183], [0.006, -0.532, -0.704], [-0.531, -0.395, -0.785], [0.755, 0.614, 0.512], [-0.257, -0.536, -0.758], [-0.740, 0.709, 1.316], [0.075, -0.006, 0.014], [0.264, 0.018, -0.066], [-0.086, 0.112, -0.084], [-0.084, 0.131, 0.215], [0.282, 0.255, 0.175], [0.143, -0.556, -0.516]],
  "e_above_lowest_kcal_mol": 1.5,
  "total_energy_ha": -3215.32316,
  "orbital_gap_ev": [5.17, 5.14],
  "total_charge": 1
}

=====

Record 3
{
  "formula": "C13H26N",
  "method": "ωB97M-V with the def2-TZVPD basis set",
  "elements": ["C", "C", "C", "N", "C", "C", "C", "C", "C", "C", "C", "C", "C", "C", "H", "H", "H", "H", "H", "H", "H", "H", "H", "H", "H", "H", "H", "H", "H", "H", "H", "H", "H", "H", "H", "H", "H", "H", "H", "H"],
  "xyz": [[0.409, -0.947, 2.316], [-0.333, -1.393, 1.489], [-1.242, -1.920, 0.490], [-0.526, -2.407, -0.728], [-1.513, -2.893, -1.706], [0.358, -3.522, -0.340], [0.317, -1.319, -1.313], [-0.434, -0.133, -1.910], [0.546, 1.008, -2.219], [1.028, 1.780, -0.989], [-0.082, 2.581, -0.305], [0.459, 3.625, 0.674], [1.061, 3.047, 1.955], [0.009, 2.491, 2.908], [1.046, -0.551, 3.052], [-1.951, -1.140, 0.201], [-1.805, -2.753, 0.920], [-2.229, -2.112, -1.950], [-1.008, -3.204, -2.619], [-2.054, -3.747, -1.300], [-0.226, -4.331, 0.099], [1.085, -3.180, 0.396], [0.886, -3.906, -1.211], [0.969, -0.962, -0.513], [0.941, -1.767, -2.090], [-1.191, 0.249, -1.226], [-0.925, -0.424, -2.840], [1.407, 0.602, -2.753], [0.049, 1.709, -2.889], [1.798, 2.478, -1.323], [1.497, 1.105, -0.271], [-0.658, 3.101, -1.073], [-0.763, 1.914, 0.227], [-0.354, 4.300, 0.949], [1.218, 4.220, 0.161], [1.789, 2.271, 1.708], [1.601, 3.846, 2.467], [-0.718, 3.261, 3.155], [0.473, 2.160, 3.834], [-0.522, 1.647, 2.471]],
  "atomic_forces_ev_per_a": [[-0.469, -0.288, -0.493], [0.276, 0.123, 0.211], [-0.525, 0.276, 0.576], [0.085, -0.019, 0.041], [-0.667, -0.250, -0.578], [0.624, -0.719, 0.284], [0.401, 0.899, -0.389], [0.083, -0.047, -0.057], [0.045, -0.065, 0.216], [-0.263, 0.026, -0.105], [0.284, 0.122, 0.038], [0.006, -0.180, 0.065], [-0.192, 0.124, -0.031], [0.198, 0.035, -0.142], [0.390, 0.244, 0.452], [0.052, -0.188, -0.127], [0.024, 0.007, -0.239], [0.099, 0.051, 0.087], [0.108, 0.046, 0.081], [0.097, 0.038, 0.119], [-0.119, 0.100, -0.029], [-0.087, 0.099, -0.080], [-0.100, 0.134, -0.072], [-0.041, -0.221, -0.039], [-0.069, -0.151, 0.119], [-0.141, -0.040, 0.032], [-0.093, -0.046, 0.055], [0.019, 0.002, -0.125], [0.024, -0.034, -0.079], [0.102, -0.015, 0.050], [0.141, -0.010, 0.056], [-0.107, -0.047, -0.041], [-0.152, -0.048, -0.021], [0.016, 0.099, -0.004], [-0.032, 0.083, -0.052], [0.132, 0.001, 0.022], [0.104, -0.054, -0.007], [-0.119, 0.050, 0.063], [-0.025, -0.077, 0.136], [-0.108, -0.059, 0.008]],
  "smiles": "C#CC[N+](C)(C)CCCCCCCC",
  "e_above_lowest_kcal_mol": 44.5,
  "total_energy_ha": -565.38597,
  "orbital_gap_ev": 11.13,
  "total_charge": 1
}

=====

Record 4
{
  "formula": "C13H26N3O3S",
  "method": "ωB97M-V with the def2-TZVPD basis set",
  "elements": ["C", "C", "C", "C", "C", "C", "C", "C", "N", "C", "N", "N", "C", "C", "C", "C", "S", "O", "O", "O", "H", "H", "H", "H", "H", "H", "H", "H", "H", "H", "H", "H", "H", "H", "H", "H", "H", "H", "H", "H", "H", "H", "H", "H", "H", "H"],
  "xyz": [[-3.222, -0.348, -1.451], [-2.839, 1.186, -0.977], [-2.432, 2.174, -2.262], [-0.775, 2.255, -2.478], [-0.368, 0.916, -3.330], [1.134, 0.330, -3.042], [1.582, 0.291, -1.466], [2.192, -1.174, -1.049], [2.786, -1.240, 0.343], [4.172, -0.855, 0.842], [4.251, -1.158, 2.353], [3.075, -1.686, 2.868], [2.153, -1.720, 1.665], [0.558, -2.215, 1.625], [-0.321, -0.796, 1.536], [-1.386, -0.622, 2.785], [-0.582, 0.205, 4.307], [-1.462, -0.088, 5.548], [0.839, -0.375, 4.541], [-0.448, 1.899, 4.161], [-4.070, -0.852, -0.822], [-3.508, -0.261, -2.607], [-2.199, -0.961, -1.445], [-1.971, 1.156, -0.169], [-3.794, 1.592, -0.398], [-2.960, 1.863, -3.261], [-2.755, 3.268, -1.930], [-0.323, 2.323, -1.402], [-0.497, 3.235, -3.062], [-1.117, 0.020, -3.245], [-0.383, 1.239, -4.479], [1.920, 0.910, -3.687], [1.123, -0.806, -3.411], [2.414, 1.136, -1.338], [0.685, 0.506, -0.721], [1.300, -1.957, -1.070], [3.043, -1.427, -1.829], [5.021, -0.391, 0.148], [2.821, -2.005, 3.839], [0.336, -2.901, 0.674], [0.250, -2.825, 2.588], [0.425, 0.132, 1.621], [-0.821, -0.697, 0.474], [-2.197, 0.166, 2.407], [-1.910, -1.622, 3.095], [0.261, 2.176, 3.509]],
  "atomic_forces_ev_per_a": [[1.275, 0.658, -1.052], [-0.830, -0.290, 0.077], [0.710, 1.008, 1.325], [-1.557, -0.615, -0.085], [0.864, 0.344, -0.854], [-0.252, -1.089, -0.201], [0.354, 0.598, 0.492], [-0.782, 0.217, -1.292], [2.490, -0.452, 7.383], [-2.981, -1.901, 3.989], [0.259, 0.994, -4.344], [-2.218, 1.328, -9.219], [-0.231, -0.720, -0.605], [0.564, 0.858, 0.093], [0.656, 0.489, 0.534], [-0.709, 1.104, -2.122], [1.613, -2.612, 6.142], [2.499, 1.780, -5.317], [-4.096, 2.038, -2.124], [0.066, -2.383, -1.082], [1.797, 0.957, -1.259], [0.279, -0.463, 2.659], [-2.379, 0.873, 0.111], [-1.611, 0.185, -1.717], [2.082, -0.546, -1.398], [0.926, 0.598, 2.055], [0.447, -2.305, -0.959], [-0.622, -0.245, -2.084], [-0.493, -2.026, 1.105], [1.241, 1.959, 0.187], [-0.026, -0.832, 2.484], [-1.417, -1.146, 1.420], [0.132, 2.445, 0.552], [-1.821, -1.921, 0.094], [1.862, -0.273, -1.735], [2.162, 1.527, -0.119], [-1.752, 0.152, 1.847], [-2.016, -1.227, 2.078], [0.657, 0.797, -1.206], [0.783, 1.578, 2.129], [0.993, 1.359, -1.940], [-1.509, -2.068, -0.264], [0.633, -0.328, 2.347], [1.601, -1.778, 1.072], [1.186, 2.097, -0.144], [-0.828, -0.725, 0.948]],
  "smiles": "CCCCCCCCn1cn[nH+]c1CCCS(=O)(=O)O",
  "total_energy_ha": -1298.47587,
  "orbital_gap_ev": 9.21,
  "total_charge": 1
}

=====

Record 5
{
  "formula": "C13H26N6O6Pt",
  "method": "ωB97M-V with the def2-TZVPD basis set",
  "elements": ["O", "H", "Pt", "N", "N", "N", "N", "O", "O", "O", "O", "C", "C", "C", "C", "C", "H", "H", "H", "C", "H", "H", "H", "C", "C", "H", "H", "H", "H", "H", "H", "H", "H", "C", "H", "H", "H", "O", "H", "H", "C", "N", "C", "C", "N", "C", "H", "H", "H", "H", "H", "H"],
  "xyz": [[-0.624, -0.593, -3.110], [-0.355, -1.137, -3.879], [0.888, 0.154, 0.040], [1.955, -1.366, -0.751], [-0.344, -1.643, 0.127], [1.181, 2.171, 0.167], [-0.728, 0.943, 1.111], [3.145, -1.118, -1.090], [2.288, 2.736, -0.063], [-1.465, 0.269, 1.950], [-1.521, -1.761, 0.673], [0.117, -2.754, -0.481], [1.401, -2.590, -1.023], [0.117, 2.978, 0.501], [-0.958, 2.278, 1.056], [2.140, -3.639, -1.786], [1.923, -3.598, -2.874], [1.846, -4.650, -1.445], [3.221, -3.513, -1.642], [-0.697, -4.003, -0.390], [-1.710, -3.905, -0.814], [-0.817, -4.315, 0.661], [-0.202, -4.827, -0.916], [0.339, 4.447, 0.564], [-2.068, 2.914, 1.827], [0.934, 4.777, -0.301], [0.890, 4.711, 1.488], [-0.614, 5.008, 0.571], [-2.825, 2.192, 2.152], [-2.573, 3.695, 1.241], [-1.668, 3.407, 2.727], [2.265, 0.875, -1.737], [-1.572, -0.735, 1.368], [-1.855, 0.017, -3.009], [-2.657, -0.727, -3.023], [-2.011, 0.818, -3.733], [-1.795, 0.478, -1.977], [1.289, 0.740, -1.876], [0.270, -0.263, -2.784], [0.879, 1.637, -1.915], [2.700, 1.066, 4.952], [2.270, 0.263, 3.824], [2.349, -1.121, 3.663], [1.830, -1.399, 2.434], [1.381, -0.211, 1.929], [1.747, 0.798, 2.721], [2.262, 0.652, 5.867], [3.796, 1.058, 5.004], [2.344, 2.094, 4.788], [2.745, -1.795, 4.388], [1.701, -2.301, 1.873], [1.626, 1.858, 2.528]],
  "atomic_forces_ev_per_a": [[3.502, -2.809, -1.638], [-0.966, 0.067, 0.030], [-2.473, -1.722, 2.996], [0.306, -3.707, -1.619], [0.610, -3.721, -2.174], [-1.548, 3.792, 0.611], [-2.485, 5.134, -0.534], [1.370, 0.130, -0.810], [1.172, 0.424, -0.636], [-1.166, -1.370, 0.583], [-1.401, 0.276, 0.798], [-2.291, 2.143, 1.973], [2.134, 1.849, -0.120], [2.814, -0.501, -1.193], [-0.413, -3.507, 1.251], [0.118, -0.423, 0.021], [0.193, 0.036, 0.402], [0.209, 0.473, -0.172], [-0.273, 0.015, -0.120], [0.142, -0.635, -0.240], [0.323, 0.208, 0.220], [-0.053, 0.259, -0.307], [-0.083, 0.130, 0.067], [-0.299, 0.459, 0.032], [-0.225, 0.344, 0.209], [-0.061, -0.092, 0.378], [-0.062, 0.026, -0.445], [0.369, -0.309, 0.038], [0.370, 0.013, -0.172], [0.215, -0.123, 0.043], [-0.139, -0.098, -0.158], [-0.382, -0.240, -0.364], [-0.175, -0.202, 0.417], [-2.205, 2.224, 2.188], [0.402, 0.097, -0.052], [0.163, -0.245, -0.174], [-0.458, -0.487, -1.023], [0.489, 1.885, -5.025], [0.065, 1.240, 1.382], [0.625, -0.281, -0.023], [0.239, -0.151, 0.103], [0.504, -0.297, 0.457], [-0.089, 0.439, -0.284], [-0.419, 1.448, 0.884], [1.944, 0.479, 1.556], [-0.798, -2.033, -0.199], [0.189, 0.262, -0.113], [-0.293, 0.088, 0.186], [0.161, -0.414, 0.186], [0.235, 0.036, 0.471], [-0.027, -0.324, 0.042], [-0.081, -0.285, 0.072]],
  "multiplicity": 3,
  "e_above_lowest_kcal_mol": 162.3,
  "total_energy_ha": -1409.73811,
  "orbital_gap_ev": [3.95, 5.11],
  "total_charge": 0
}